(1)
Formula: C6H12O4
Source: OMol25
Level of theory: ωB97M-V/def2-TZVPD

XYZ file:
```
22
Properties=species:S:1:pos:R:3
C -0.67 3.16 -1.05
C 0.06 2.01 -1.73
C 1.39 1.67 -1.12
O 1.79 2.16 -0.09
C 2.28 0.65 -1.85
C 3.53 0.34 -1.04
O 1.52 -0.62 -2.10
H -1.60 3.39 -1.59
H -0.91 2.91 -0.01
H -0.05 4.07 -1.04
H -0.55 1.09 -1.71
H 0.22 2.22 -2.80
H 2.59 1.15 -2.77
H 3.28 -0.12 -0.07
H 4.16 -0.36 -1.60
H 4.10 1.26 -0.86
H 1.49 -1.20 -1.34
O 0.12 -1.07 -4.80
C -0.68 -1.99 -4.84
O -1.03 -2.70 -3.79
H -1.04 -2.44 -5.78
H -0.55 -2.37 -2.92
```

Computed properties:
energy	-536.76031	Eh
structure (SMILES)	CCC(=O)[C@@H](C)O.O=CO
Kohn-Sham gap	9.91	eV
energy relative to the best compared isomer or geometry (same formula, charge and spin)	28.14	kcal per mole
highest occupied orbital energy	-9.5	eV

=====

(2)
Formula: C5H7N
Source: OMol25
Level of theory: ωB97M-V/def2-TZVPD

XYZ file:
```
13
Properties=species:S:1:pos:R:3
C -1.52 0.27 -0.11
C -0.64 1.20 -0.11
C 0.90 0.81 0.27
N 1.63 0.02 -0.66
C 0.69 -0.63 0.24
C -0.84 -1.07 -0.15
H -2.57 0.34 -0.48
H -1.04 2.32 -0.20
H 1.54 1.46 0.81
H 2.54 -0.07 -0.34
H 0.95 -1.55 0.91
H -0.77 -1.56 -1.02
H -0.87 -1.54 0.85
```

Computed properties:
energy	-249.31509	Eh
structure (SMILES)	C1=C[C@@H]2N[C@@H]2C1
Kohn-Sham gap	9.84	eV
energy relative to the best compared isomer or geometry (same formula, charge and spin)	99.24	kcal per mole
highest occupied orbital energy	-8.7	eV